207
Properties=species:S:1:pos:R:3 method="wB97M-V/def2-TZVPD" molar_mass_g_mol=1693.4 gap_ha=0.33640 energy_ha=-6625.06711
C 4.15393 -1.16650 -3.87545
O 4.21358 -2.07358 -2.75506
C 3.66160 -1.58556 -1.51395
C 4.33565 -2.27154 -0.27777
O 5.69288 -1.90035 -0.04468
C 6.34703 -2.52824 1.03457
C 7.86403 -2.26215 1.01766
O 8.18172 -0.89974 1.31222
C 9.50957 -0.73096 1.61129
H 4.75398 -1.61808 -4.66547
H 4.46960 -0.13235 -3.73764
H 3.12401 -1.09035 -4.22412
H 2.61554 -1.82041 -1.31722
H 3.63824 -0.50420 -1.37903
H 4.28552 -3.34311 -0.47100
H 3.66998 -2.11310 0.57069
H 6.24603 -3.60910 0.93642
H 5.88290 -2.24887 1.98042
H 8.14566 -2.46500 -0.01561
H 8.43268 -2.95678 1.63589
H 10.14082 -1.04514 0.78008
H 9.79146 -1.27398 2.51338
H 9.78255 0.30593 1.80739
C -0.19260 -5.02543 3.97463
O -0.20459 -3.65046 3.73708
C 0.95673 -3.16586 3.09700
C 0.95278 -1.66708 2.85154
O 0.77651 -0.87631 4.05980
C 0.91534 0.51641 3.80970
C 0.30639 1.24172 5.04987
O 0.97317 0.90364 6.25720
C 0.41569 1.53871 7.43341
H -1.19251 -5.37892 4.22627
H 0.50873 -5.31769 4.75619
H 0.06161 -5.60605 3.08787
H 1.03022 -3.77770 2.19790
H 1.79893 -3.41459 3.74269
H 0.10594 -1.38303 2.22684
H 1.88736 -1.35144 2.38780
H 0.47333 0.90326 2.89152
H 1.97632 0.76630 3.81208
H -0.75138 0.98586 4.98865
H 0.37064 2.31511 4.87153
H 0.97933 1.17802 8.29382
H -0.60884 1.18471 7.54796
H 0.52926 2.62276 7.43978
C -3.40192 -5.87006 0.25816
C -2.34348 -5.93211 1.27317
O -2.77519 -6.46344 2.57155
C -3.15528 -7.70739 2.65246
O -2.84144 -8.61979 1.89186
C -4.11979 -8.01452 3.80845
F -4.48502 -6.87671 4.42036
F -5.26438 -8.62356 3.34828
F -3.59955 -8.91687 4.66613
H -2.88975 -5.40386 -0.58353
H -4.19078 -5.23443 0.66037
H -3.73212 -6.86736 -0.03244
H -1.93531 -4.98977 1.63856
H -1.43580 -6.37473 0.86290
C -1.56085 0.44116 -4.99397
C -2.14947 -0.87922 -4.47193
O -2.79234 -1.50458 -5.57911
C -2.69366 -2.80566 -5.70898
O -2.04259 -3.61873 -4.94665
C -3.55071 -3.29810 -6.86267
F -4.80621 -2.87990 -6.82691
F -3.02287 -2.78025 -7.93183
F -3.55537 -4.60308 -6.90306
H -1.21105 1.04782 -4.15869
H -2.33544 0.98020 -5.53946
H -0.68515 0.32431 -5.63240
H -2.91375 -0.57790 -3.75556
H -1.42795 -1.46973 -3.90731
C -0.79189 5.58831 -2.28471
C 0.69953 5.99824 -2.51993
O 0.86498 6.23795 -3.83536
C 1.58422 7.31303 -4.27752
O 2.17710 8.08714 -3.54773
C 1.66717 7.43553 -5.80985
F 0.86437 6.54608 -6.49008
F 1.25282 8.67601 -6.18099
F 2.92366 7.19141 -6.21391
H -1.07915 4.77281 -2.94846
H -1.44783 6.39372 -2.61510
H -0.94044 5.33187 -1.23577
H 1.27469 5.11229 -2.25085
H 0.99541 6.84083 -1.89496
C 4.70656 4.48231 -1.96110
C 3.55161 3.53302 -2.22062
O 3.18243 3.45590 -3.60631
C 2.36941 2.46412 -4.06062
O 1.75314 1.73634 -3.29343
C 2.32869 2.42400 -5.61492
F 2.17310 1.19154 -5.97444
F 1.28343 3.09007 -6.14455
F 3.46058 2.90309 -6.18718
H 4.94858 4.57634 -0.90248
H 4.57306 5.44802 -2.44864
H 5.56163 4.02333 -2.45737
H 2.69897 3.89372 -1.64530
H 3.87571 2.57273 -1.81947
C 4.00920 8.32833 0.87759
C 3.45080 7.32414 -0.20858
O 2.47593 6.46811 0.27872
C 2.71113 5.43829 1.04350
O 3.86578 5.15157 1.49085
C 1.44075 4.55737 1.27979
F 1.49760 3.91654 2.38991
F 0.31613 5.33099 1.30653
F 1.39367 3.71784 0.30109
H 4.50569 7.82967 1.71001
H 3.13627 8.92691 1.13794
H 4.74181 9.01019 0.44579
H 4.26737 6.77728 -0.68002
H 2.84058 7.89039 -0.91221
C 6.64723 3.01950 1.28624
C 5.94907 1.70542 1.32611
C 5.65008 1.16866 2.73006
O 4.28544 0.91790 2.68510
C 3.74115 1.29235 1.49939
O 2.55522 1.16576 1.17860
O 4.65730 1.93305 0.74949
H 7.67633 2.93420 1.63522
H 6.03026 3.61519 1.95900
H 6.68170 3.54034 0.32935
H 6.35623 0.91572 0.69470
H 5.90518 1.88680 3.50935
H 6.34836 0.34575 2.88281
C -0.93717 1.77946 -0.24876
C -0.93751 0.46849 -1.10542
C 0.36642 -0.13695 -1.42550
O 0.11877 -1.50759 -1.05451
C -0.99968 -1.64163 -0.40874
O -1.45800 -2.71215 0.03407
O -1.59547 -0.48518 -0.27415
H -0.32064 2.51445 -0.76624
H -0.35096 1.58273 0.64888
H -1.94593 2.13385 -0.03684
H -1.45415 0.50408 -2.06455
H 1.12224 0.42772 -0.87963
H 0.65678 -0.23210 -2.47180
C 1.39687 -4.96249 -4.16956
C 0.89319 -4.38434 -2.87867
C -0.23833 -5.18666 -2.24339
O 0.18783 -5.50458 -0.94180
C 1.42035 -5.04306 -0.74229
O 2.01557 -5.13796 0.29037
O 1.91617 -4.60890 -1.91292
H 1.91224 -5.90711 -3.99586
H 2.07040 -4.20296 -4.56653
H 0.66120 -5.03371 -4.97071
H 0.61461 -3.33063 -2.89160
H -0.48324 -6.06159 -2.84557
H -1.06154 -4.47286 -2.27346
C -7.56965 1.98970 -1.43005
C -6.24619 2.48795 -0.94432
C -5.35038 1.44426 -0.28984
O -4.30467 1.19924 -1.19719
C -4.31081 2.20647 -2.11394
O -3.36909 2.47299 -2.90592
O -5.48830 2.82202 -2.03680
H -8.06420 2.93143 -1.66807
H -8.11321 1.45161 -0.65345
H -7.50977 1.35434 -2.31369
H -6.40580 3.34665 -0.29220
H -5.82751 0.54340 0.09603
H -4.90190 2.00767 0.52842
C -3.90919 -0.53585 2.39965
C -4.47919 -1.73268 3.10429
C -3.53415 -2.94992 3.08984
O -3.46416 -3.31641 4.41350
C -4.07539 -2.44480 5.18858
O -4.20188 -2.60004 6.33251
O -4.60958 -1.46836 4.46284
H -4.11268 -0.68827 1.33973
H -2.84916 -0.39726 2.61231
H -4.44672 0.34045 2.76196
H -5.46920 -1.97582 2.71848
H -2.52918 -2.61793 2.82924
H -3.81861 -3.75763 2.41546
C -3.82524 1.87120 7.07534
C -4.04229 2.27267 5.62705
C -4.09653 3.72843 5.29828
O -3.46347 3.86822 4.06950
C -2.72787 2.79646 3.89680
O -1.89156 2.62336 3.00257
O -3.01384 1.86782 4.81971
H -2.98283 2.43411 7.47729
H -3.55149 0.82138 7.18033
H -4.76962 2.04610 7.59077
H -4.88124 1.69410 5.24036
H -3.55903 4.28820 6.06369
H -5.05669 4.22422 5.15554
C -4.64353 -4.87790 -3.12300
C -5.59069 -3.77956 -2.54398
C -4.81554 -2.98250 -1.44257
O -5.20859 -1.68879 -1.80029
C -5.73627 -1.59504 -3.04337
O -5.93125 -0.50596 -3.55215
O -5.88498 -2.84043 -3.54595
H -5.13781 -5.84360 -3.01721
H -3.63554 -5.10981 -2.77910
H -4.56496 -4.75082 -4.20272
H -6.42820 -4.35497 -2.14954
H -3.72943 -3.06983 -1.47168
H -5.17888 -3.22721 -0.44447


18
Properties=species:S:1:pos:R:3 method="wB97M-V/def2-TZVPD" charge=+2 molar_mass_g_mol=175.1 gap_ha="0.26343 / 0.26307" energy_ha=-1535.63827
Ti 1.04245 1.51934 -0.60387
C -0.75759 -2.02251 -0.96396
H -0.28247 -1.13301 -0.50135
H -1.78460 -1.69256 -1.22069
H -0.87939 -2.87755 -0.24408
H -0.30336 -2.46337 -1.82632
H 2.14791 1.89396 -1.71507
S 2.36389 0.29587 0.67100
C 1.50391 1.39043 1.71798
C 1.94979 2.01535 2.87774
C 1.12612 2.96700 3.44621
C -0.14139 3.24383 2.93870
C -0.58099 2.59761 1.79016
N 0.26295 1.76803 1.13532
H 2.95696 1.74663 3.22477
H 1.46639 3.50550 4.35027
H -0.80914 3.96660 3.40697
H -1.53987 2.69640 1.29373


19
Properties=species:S:1:pos:R:3 method="wB97M-V/def2-TZVPD" charge=+1 molar_mass_g_mol=102.2 gap_ha="0.27456 / 0.28323" energy_ha=-323.39202 spin_multiplicity=3
C -0.81483 0.58780 -0.43391
C -1.02588 1.95082 0.08859
C 2.59237 -0.94036 0.13606
C 1.41458 -0.42353 -0.66969
N -3.15263 -1.38484 0.08890
N -2.42935 -0.32905 -0.09571
N 0.26191 -0.13471 0.24837
H -1.92553 2.40509 -0.32307
H -0.18083 2.55379 -0.25841
H -1.05586 2.00764 1.18352
H 3.39931 -1.22184 -0.53208
H 2.97576 -0.17669 0.81216
H 2.31673 -1.81887 0.71539
H 1.08335 -1.15153 -1.41165
H 1.67012 0.50029 -1.19396
H -2.63490 -2.19252 0.45410
H -3.03556 0.40619 -0.47111
H 0.62256 0.39701 1.06026
H -0.08134 -1.03468 0.60225